(1)
ORCA calculation (the ωB97M-V functional and the def2-TZVPD basis) on C20H26ClN3O2 in the gas phase.

Properties
- Max |F|: 0.0252 hartree/bohr
- Total energy: -1552.66126 Ha
- Frontier orbital gap: 0.3462 Ha
- Charge: 0
- HOMO level: -8.97 eV
- E_LUMO: 0.4534 eV
- SMILES: CC(C)N(Cc1nc(-c2ccc(Cl)cc2)no1)C(=O)CCC1CCCC1

Element x y z (Å)
C -0.4675 -0.1504 0.1524
C 0.6718 -0.9619 0.6535
C 3.9913 -0.4214 -1.0787
C 7.4070 0.1540 0.7466
C -3.7591 0.9461 -0.2086
H 3.6694 0.0026 -2.0338
C -5.6810 2.2090 -0.9091
H 1.2089 -3.8005 -0.0072
H 4.9216 1.1920 -0.0135
H 0.2512 -2.8595 -2.7935
H 1.0946 -0.4401 1.5236
C 2.8261 -0.2768 -0.1150
H -3.6736 2.6090 -1.5468
C -2.3310 0.7093 -0.2433
C -4.3195 1.9861 -0.9488
N -1.7193 -0.2962 0.4585
H 5.8212 0.6562 -1.4389
H -6.5787 -0.2736 1.2177
C 1.9629 -3.4976 -0.7293
C 6.1329 -0.5608 0.2932
C -6.4837 1.3897 -0.1270
H 2.3611 -1.8975 -2.1063
C -4.5763 0.1320 0.5724
H 4.2313 -1.4738 -1.2314
H 0.2968 -1.9367 0.9696
H 0.0315 -1.1554 -2.4101
Cl -8.1867 1.6678 -0.0766
O 2.8279 0.5355 0.7891
H 7.1523 1.1423 1.1322
C 7.9176 -0.7349 1.8755
H 6.4231 -1.4504 -0.2794
C -5.9390 0.3516 0.6149
C 0.2549 -2.1313 -1.9860
C 5.2386 0.3152 -0.5803
H 2.9279 -3.4713 -0.2285
H -0.5298 -2.4012 -1.2837
O -0.2640 0.8669 -0.6902
H 4.7988 -0.2282 1.9541
N -1.4801 1.4159 -0.9434
C 5.4904 -0.9990 1.6174
C 1.6330 -2.1253 -1.3252
H 4.9243 -1.9238 1.5026
H 8.1322 0.2711 -0.0582
H 8.4165 -1.6095 1.4538
C 6.6461 -1.1589 2.6230
H 8.6264 -0.2223 2.5243
H -4.1277 -0.6670 1.1414
H 6.4841 -0.5156 3.4875
N 1.7455 -1.0875 -0.3095
H 6.7270 -2.1833 2.9863
H -6.1237 3.0117 -1.4776
H 2.0000 -4.2450 -1.5170

Here are the Löwdin charges for atoms 1 to 4, given in e:
1. C -0.3265
2. C -0.0504
3. C -0.0899
4. C -0.1716

---

(2)
ORCA calculation (the ωB97M-V functional and the def2-TZVPD basis) on a molecular structure, C10H24F8FeN9O26S4.

Properties
- Max |F|: 0.1646 hartree/bohr
- Total energy: -6498.95992 Ha
- Frontier orbital gap (spin up / spin down): 0.3175 / 0.2380 Ha
- Charge: 0
- HOMO level (spin up / spin down): -11.29 / -11.24 eV
- E_LUMO (spin up / spin down): -2.6477 / -4.7671 eV
- 2S+1: 6

Element x y z (Å)
C -3.1834 14.6123 -3.9985
O 2.3135 11.4548 -8.7243
H -2.5447 14.1725 -3.2332
O -2.7492 16.0583 -5.7293
O 4.6559 14.5294 -2.8953
S -0.6429 11.8813 -6.8213
O -3.0240 6.0480 -9.0771
H 3.8454 14.0989 -9.3169
O 2.8578 13.0953 -7.4524
C 4.9511 11.8324 -2.9259
O -0.1397 6.0769 -2.9116
N 0.1601 12.8763 -11.9709
N 3.0045 9.4202 -6.3330
C 1.7220 7.4472 -2.9153
O -0.9646 6.4131 -9.5651
H -3.2022 8.5706 -9.1507
H -4.7150 10.2369 -6.4911
H -4.3622 11.7354 -5.6292
H -3.9358 13.9115 -4.3411
S -0.1402 11.5943 -4.5788
H -3.6356 15.4230 -3.4292
H 3.0490 13.0946 -10.5760
N 2.8448 12.4987 -8.5436
H -1.4960 8.7429 -9.6887
H -1.8218 8.4614 -8.0042
O 3.1291 13.3821 -4.4550
F 5.4972 11.8969 -1.7484
H -5.2304 10.3563 -4.8984
Fe 1.8960 13.8507 -5.8708
O 0.3236 10.2387 -4.6367
O 4.0872 8.9362 -6.0813
C -2.1771 8.2417 -9.0092
S 1.0980 16.2897 -7.9712
N -2.3050 15.1584 -5.0574
H 0.1774 11.8597 0.7149
O 1.2181 17.5484 -7.2778
O -1.1782 14.7262 -5.1522
H 2.5776 7.4906 -3.5838
N 0.5643 12.5301 -5.6818
H -0.3170 12.2376 -0.9850
S 3.8266 13.3662 -3.1062
O 0.6850 13.7389 -11.2868
C -0.3020 12.5650 0.0427
O -2.0151 12.5220 1.6481
H 1.0720 8.3938 -6.2226
H 1.2314 8.4197 -2.9366
O 0.8015 6.5028 -4.8058
O 2.1658 16.1513 -8.9418
O 0.0400 12.8882 -13.1713
H 1.9696 7.0627 -1.9340
F 0.6647 12.2041 -3.3222
O -1.9265 12.5041 -6.8099
N -6.4689 11.4466 -6.1490
C 1.9527 8.4992 -6.8441
C -5.1144 10.9693 -5.7908
O 2.7136 10.5618 -6.0562
N -2.0693 6.7676 -9.2157
H -0.5915 11.8296 -10.2826
O -6.6424 11.7568 -7.3057
O -1.4619 11.9208 -4.1532
N 0.7175 6.5754 -3.5961
H 0.7158 11.0417 -11.1471
H 0.0721 13.5701 0.2402
O 1.1034 15.0924 -7.0955
H 4.5932 12.5424 -9.7136
O -2.2953 13.6333 -0.1672
O 2.8385 13.2223 -2.0637
H 1.6913 8.8955 -7.8244
F -1.3702 17.0860 -8.1516
N -1.6631 12.8709 0.5447
F -1.0815 15.0714 -8.9729
C 3.6548 13.0888 -9.6771
C -0.5796 16.2889 -8.8318
F 5.8390 11.8146 -3.9069
F -0.4125 16.8533 -10.0226
F 0.0173 12.6622 -8.0456
O -7.2580 11.5111 -5.2382
H 2.4534 7.5442 -6.9641
C -0.1895 11.6366 -11.2714
O -0.4519 10.5615 -7.2971
F 4.1974 10.7438 -3.0433
H -0.8430 11.0861 -11.9435

Here are the Löwdin charges for atoms 1 to 4, given in e:
1. C 0.0551
2. O 0.1438
3. H 0.0842
4. O 0.1047

---

(3)
ORCA calculation (the ωB97M-V functional and the def2-TZVPD basis) on C2H3OP in the gas phase.

Properties
- Max |F|: 0.0776 hartree/bohr
- Total energy: -494.52271 Ha
- Frontier orbital gap: 0.2993 Ha
- Charge: 0
- HOMO level: -8.98 eV
- E_LUMO: -0.8330 eV
- SMILES: C=CP=O

Element x y z (Å)
P 2.1679 1.5316 -1.0137
H -0.7452 -0.8631 -0.0133
H 0.1425 1.3025 1.0997
O 2.4251 2.9476 -0.8636
H 0.4566 -0.7459 -1.2839
C 0.4394 0.7784 0.1680
C 0.0826 -0.3853 -0.3162

Here are the Löwdin charges for atoms 1 to 4, given in e:
1. P 0.8814
2. H -0.0007
3. H 0.0434
4. O -0.5324

---

(4)
ORCA calculation (the ωB97M-V functional and the def2-TZVPD basis) on 2 unconnected molecules or ions with the total composition C5H11NO.

Properties
- Max |F|: 0.0891 hartree/bohr
- Total energy: -326.73753 Ha
- Frontier orbital gap (spin up / spin down): 0.3504 / 0.2583 Ha
- Charge: +1
- HOMO level (spin up / spin down): -14.26 / -14.26 eV
- E_LUMO (spin up / spin down): -4.7207 / -7.2262 eV
- 2S+1: 2

Element x y z (Å)
H 0.6563 2.0929 -2.4363
H 2.3841 1.7771 -2.8989
H 1.2521 -1.5849 -0.2971
C 0.3413 -1.0837 -0.0652
H -1.2170 -2.8109 0.7666
O -0.9429 0.0960 4.2815
H -0.6622 1.9663 -1.1019
H -0.2500 -0.5179 4.2692
C 1.5609 1.6020 -2.2065
H 2.4028 0.1401 -0.9594
H -1.6727 -0.9978 0.6334
H -1.4005 -2.0749 -0.7911
N -0.7977 0.9672 -0.6624
C 1.5079 0.6534 -1.2607
H -0.5955 0.9285 4.0693
C 0.2572 0.1167 -0.7965
H -1.7588 0.5860 -0.7798
C -1.0655 -1.8562 0.2359

Here are the Löwdin charges for atoms 1 to 4, given in e:
1. H 0.0539
2. H 0.1039
3. H 0.1070
4. C 0.0949

---

Copy entry 3 word for word.
ORCA calculation (the ωB97M-V functional and the def2-TZVPD basis) on C2H3OP in the gas phase.

Properties
- Max |F|: 0.0776 hartree/bohr
- Total energy: -494.52271 Ha
- Frontier orbital gap: 0.2993 Ha
- Charge: 0
- HOMO level: -8.98 eV
- E_LUMO: -0.8330 eV
- SMILES: C=CP=O

Element x y z (Å)
P 2.1679 1.5316 -1.0137
H -0.7452 -0.8631 -0.0133
H 0.1425 1.3025 1.0997
O 2.4251 2.9476 -0.8636
H 0.4566 -0.7459 -1.2839
C 0.4394 0.7784 0.1680
C 0.0826 -0.3853 -0.3162

Here are the Löwdin charges for atoms 1 to 4, given in e:
1. P 0.8814
2. H -0.0007
3. H 0.0434
4. O -0.5324